DFT (ωB97M-V with the def2-TZVPD basis set) results for a molecular structure, C45H63N8O3P2RbS in a non-equilibrium geometry.

Its relative energy (zero: lowest compared OMol25 entry of this formula, charge and spin) is 0.921 eV. The calculation puts the LUMO energy at 0.1278 Ha. For the HOMO energy, the calculation gives -1.49 eV. Its frontier orbital gap is 4.96 eV. Its spin multiplicity is 1. The total charge is -2.

Positions of all 123 atoms, in Å:
Rb (-0.246, -0.012, 0.204)
O (3.600, -0.116, -3.830)
C (4.077, 0.162, -2.689)
C (4.862, -0.790, -1.953)
C (5.377, -0.521, -0.710)
C (5.177, 0.722, -0.096)
C (4.411, 1.663, -0.759)
C (3.841, 1.424, -2.014)
C (3.083, 2.435, -2.762)
N (2.323, 3.394, -2.384)
C (1.992, 3.538, -0.981)
C (0.685, 4.292, -0.754)
N (-0.456, 3.424, -1.025)
C (-1.340, 3.235, -0.125)
C (-1.527, 3.819, 1.216)
C (-1.555, 5.188, 1.459)
C (-1.844, 5.692, 2.719)
C (-2.112, 4.785, 3.751)
C (-2.098, 3.424, 3.541)
C (-1.791, 2.870, 2.261)
O (-1.716, 1.618, 2.040)
H (5.025, -1.752, -2.427)
H (5.952, -1.286, -0.194)
H (5.609, 0.945, 0.872)
H (4.282, 2.634, -0.298)
H (3.191, 2.322, -3.841)
H (2.786, 4.105, -0.477)
H (1.923, 2.570, -0.467)
H (0.658, 5.143, -1.441)
H (0.679, 4.670, 0.271)
H (-2.091, 2.479, -0.370)
H (-1.359, 5.871, 0.639)
H (-1.866, 6.759, 2.897)
H (-2.334, 5.163, 4.745)
H (-2.297, 2.728, 4.347)
C (3.630, -3.109, 1.476)
C (3.754, -1.919, 2.428)
C (4.459, -2.378, 3.703)
P (2.105, -1.023, 2.496)
C (2.595, 0.736, 2.925)
C (3.817, 1.010, 3.800)
C (1.373, 1.469, 3.481)
C (1.198, -1.646, 3.960)
C (1.775, -1.651, 5.235)
C (1.155, -2.138, 6.372)
C (1.842, -2.134, 7.712)
C (-0.121, -2.680, 6.200)
C (-0.743, -2.665, 4.976)
C (-0.151, -2.097, 3.808)
N (-0.799, -2.083, 2.613)
C (-2.159, -2.011, 2.560)
C (-2.984, -1.351, 3.503)
C (-4.353, -1.285, 3.355)
C (-5.001, -1.854, 2.258)
C (-6.490, -1.726, 2.068)
C (-4.202, -2.458, 1.297)
C (-2.816, -2.538, 1.412)
P (-1.701, -3.010, 0.054)
C (-2.867, -3.612, -1.271)
C (-2.068, -3.755, -2.568)
C (-3.660, -4.890, -0.988)
C (-0.895, -4.629, 0.570)
C (0.607, -4.408, 0.729)
C (-1.482, -5.270, 1.825)
H (4.613, -3.556, 1.297)
H (3.206, -2.810, 0.517)
H (2.986, -3.881, 1.903)
H (4.381, -1.174, 1.928)
H (3.845, -3.097, 4.248)
H (4.699, -1.560, 4.379)
H (5.398, -2.876, 3.439)
H (2.823, 1.148, 1.934)
H (3.666, 0.669, 4.825)
H (3.995, 2.091, 3.844)
H (4.724, 0.546, 3.407)
H (1.214, 1.196, 4.528)
H (0.444, 1.237, 2.956)
H (1.519, 2.552, 3.432)
H (2.771, -1.246, 5.348)
H (2.665, -1.416, 7.725)
H (2.262, -3.114, 7.965)
H (1.153, -1.862, 8.516)
H (-0.636, -3.123, 7.049)
H (-1.734, -3.091, 4.883)
H (-2.514, -0.850, 4.340)
H (-4.936, -0.750, 4.100)
H (-7.022, -1.792, 3.020)
H (-6.873, -2.516, 1.418)
H (-6.760, -0.768, 1.611)
H (-4.687, -2.848, 0.409)
H (-3.562, -2.779, -1.409)
H (-1.316, -4.546, -2.480)
H (-1.542, -2.829, -2.807)
H (-2.723, -4.017, -3.406)
H (-3.026, -5.773, -1.100)
H (-4.488, -4.998, -1.697)
H (-4.075, -4.908, 0.020)
H (-1.059, -5.312, -0.272)
H (0.778, -3.659, 1.504)
H (1.059, -4.036, -0.192)
H (1.116, -5.335, 1.016)
H (-1.321, -4.620, 2.687)
H (-0.992, -6.230, 2.023)
H (-2.555, -5.445, 1.733)
C (-0.901, 1.041, -3.770)
S (0.742, 0.420, -3.379)
C (0.887, -0.798, -4.681)
O (0.547, -0.368, -2.115)
H (-0.923, 1.408, -4.797)
H (-1.080, 1.864, -3.076)
H (-1.627, 0.240, -3.615)
H (1.044, -0.280, -5.627)
H (-0.001, -1.433, -4.701)
H (1.786, -1.362, -4.444)
N (-5.620, 2.153, -2.190)
N (-4.788, 1.358, -1.399)
N (-4.696, 1.522, -0.102)
C (-3.833, 0.558, 0.214)
N (-3.451, -0.141, -0.868)
N (-4.075, 0.392, -1.896)
H (-5.566, 3.083, -1.784)
H (-5.175, 2.182, -3.103)
H (-3.442, 0.417, 1.211)